(1)
{
  "formula": "C4H9NO3",
  "method": "ωB97M-V with the def2-TZVPD basis set",
  "elements": ["O", "C", "N", "C", "H", "H", "H", "H", "H", "O", "O", "C", "C", "H", "H", "H", "H"],
  "coordinates": [[1.28, 0.08, 0.29], [1.32, 0.13, -0.93], [0.19, 0.08, -1.69], [2.61, 0.25, -1.71], [0.23, 0.12, -2.71], [-0.71, 0.00, -1.22], [3.46, 0.29, -1.01], [2.62, 1.18, -2.31], [2.74, -0.61, -2.39], [-1.47, -0.10, 0.01], [-0.22, -0.09, 1.88], [-1.40, -0.15, 1.22], [-2.56, -0.27, 2.17], [0.48, -0.01, 1.18], [-3.51, -0.31, 1.61], [-2.59, 0.60, 2.85], [-2.46, -1.18, 2.77]],
  "lumo_energy_ev": 0.833,
  "e_tot_ev": -11926.98939,
  "total_charge": 0,
  "homo_ha": -0.368,
  "gap_ev": 10.845,
  "largest_force_ev_per_a": 4.789
}

***

(2)
{
  "formula": "C7H9NO",
  "method": "ωB97M-V with the def2-TZVPD basis set",
  "elements": ["O", "C", "N", "C", "C", "C", "C", "C", "C", "H", "H", "H", "H", "H", "H", "H", "H", "H"],
  "coordinates": [[-1.99, 2.22, 0.96], [-1.91, 1.04, 0.70], [-0.92, 0.51, -0.10], [-0.64, -0.91, -0.18], [0.12, -1.09, 1.09], [0.82, 0.05, 1.31], [0.45, 0.98, 0.17], [1.18, 0.44, -1.07], [0.42, -0.93, -1.26], [-2.63, 0.29, 1.02], [-1.55, -1.50, -0.24], [0.22, -1.98, 1.69], [1.58, 0.24, 2.04], [0.43, 2.04, 0.32], [2.25, 0.31, -0.91], [1.13, 1.03, -2.01], [-0.14, -0.99, -2.22], [1.20, -1.76, -1.31]],
  "lumo_energy_ev": 0.979,
  "e_tot_ev": -10941.15349,
  "smiles": "O=CN1[C@@H]2C=C[C@H]1CC2",
  "total_charge": 0,
  "homo_ha": -0.340,
  "gap_ev": 10.222,
  "largest_force_ev_per_a": 2.568
}